Molecular formula: C20H28N2O6S
Method: DFT, wB97M-V/def2-TZVPD

Bonds (Å) are listed after each position.
Element x y z (Å)
1 C 0.037 -2.041 -2.301  N2 1.443, H30 1.088, H31 1.089, H32 1.095
2 N 1.450 -2.090 -2.587  C1 1.443, C3 1.349, C24 1.461
3 C 2.183 -1.042 -3.016  N2 1.349, O4 1.214, C5 1.536
4 O 3.344 -1.138 -3.360  C3 1.214
5 C 1.492 0.325 -3.131  C3 1.536, O6 1.423, H33 1.093, H34 1.095
6 O 0.615 0.676 -2.068  C5 1.423, C7 1.339
7 C 1.128 0.631 -0.831  O6 1.339, O8 1.204, C9 1.490
8 O 2.263 0.314 -0.585  C7 1.204
9 C 0.125 1.008 0.204  C7 1.490, C10 1.393, C23 1.394
10 C -1.223 1.174 -0.108  C9 1.393, C11 1.384, H35 1.078
11 C -2.119 1.510 0.891  C10 1.384, C12 1.383, H36 1.079
12 C -1.663 1.678 2.186  C11 1.383, S13 1.796, C22 1.382
13 S -2.820 2.210 3.452  C12 1.796, O14 1.431, O15 1.430, N16 1.665
14 O -4.133 1.768 3.092  S13 1.431
15 O -2.289 1.874 4.737  S13 1.430
16 N -2.816 3.870 3.338  S13 1.665, C17 1.444, C21 1.444
17 C -3.412 4.440 2.152  N16 1.444, C18 1.531, H37 1.089, H38 1.102
18 C -3.676 5.924 2.421  C17 1.531, O19 1.408, H39 1.091, H40 1.099
19 O -2.489 6.588 2.786  C18 1.408, C20 1.409
20 C -1.926 6.024 3.948  O19 1.409, C21 1.532, H41 1.091, H42 1.099
21 C -1.601 4.542 3.735  N16 1.444, C20 1.532, H43 1.089, H44 1.102
22 C -0.329 1.515 2.510  C12 1.382, C23 1.383, H45 1.078
23 C 0.569 1.171 1.515  C9 1.394, C22 1.383, H46 1.079
24 C 2.147 -3.353 -2.359  N2 1.461, C25 1.530, C29 1.528, H47 1.095
25 C 1.766 -4.420 -3.387  C24 1.530, C26 1.526, H48 1.092, H49 1.093
26 C 2.616 -5.668 -3.164  C25 1.526, C27 1.526, H50 1.092, H51 1.092
27 C 2.428 -6.196 -1.745  C26 1.526, C28 1.526, H52 1.091, H53 1.093
28 C 2.785 -5.122 -0.722  C27 1.526, C29 1.527, H54 1.092, H55 1.092
29 C 1.933 -3.874 -0.938  C24 1.528, C28 1.527, H56 1.092, H57 1.092
30 H -0.461 -1.304 -2.928  C1 1.088
31 H -0.399 -3.016 -2.516  C1 1.089
32 H -0.158 -1.798 -1.251  C1 1.095
33 H 0.883 0.363 -4.039  C5 1.093
34 H 2.299 1.061 -3.205  C5 1.095
35 H -1.558 1.038 -1.124  C10 1.078
36 H -3.173 1.624 0.692  C11 1.079
37 H -4.340 3.904 1.962  C17 1.089
38 H -2.738 4.342 1.286  C17 1.102
39 H -4.041 6.422 1.521  C18 1.091
40 H -4.421 6.017 3.224  C18 1.099
41 H -1.019 6.593 4.156  C20 1.091
42 H -2.627 6.120 4.789  C20 1.099
43 H -1.257 4.079 4.659  C21 1.089
44 H -0.825 4.447 2.959  C21 1.102
45 H -0.022 1.641 3.536  C22 1.078
46 H 1.617 1.025 1.729  C23 1.079
47 H 3.209 -3.118 -2.490  C24 1.095
48 H 1.928 -4.028 -4.393  C25 1.092
49 H 0.710 -4.686 -3.289  C25 1.093
50 H 2.338 -6.437 -3.888  C26 1.092
51 H 3.667 -5.420 -3.323  C26 1.092
52 H 3.055 -7.076 -1.592  C27 1.091
53 H 1.388 -6.500 -1.604  C27 1.093
54 H 3.840 -4.861 -0.823  C28 1.092
55 H 2.629 -5.503 0.289  C28 1.092
56 H 2.210 -3.098 -0.222  C29 1.092
57 H 0.882 -4.127 -0.781  C29 1.092

Structure (SMILES)   CN(C(=O)COC(=O)c1ccc(S(=O)(=O)N2CCOCC2)cc1)C1CCCCC1
Strongest force on any atom   1.023 eV/A
LUMO energy   -0.30 eV
HOMO   -0.3389 Ha
Kohn-Sham gap   8.9 eV

Mulliken population analysis, charges in e, atoms 1 to 2:
1 C -1.0858
2 N 0.2391